[1]
A 8-piece molecular cluster, C29H66BrN9O11P2 overall at a distorted geometry. Source: OMol25; level of theory: ωB97M-V/def2-TZVPD.

HOMO level	-7.536	eV
structure (SMILES)	CC(=O)OCCP(O)(C[C@H](C)Br)(N=C=O)[PH2]=N.CN(C)C=O.CN(C)C=O.CN(C)C=O.CN(C)C=O.CN(C)C=O.CN(C)C=O.CN(C)C=O

Atoms and positions in Å:
C (3.3447, -0.3636, 2.3955)
C (3.8265, -1.0547, 0.9987)
O (4.3449, -2.1986, 1.0931)
O (3.6544, -0.3101, -0.2147)
C (2.2153, -0.0397, -0.4429)
C (1.8198, 1.5032, -0.2338)
P (-0.0731, 1.7717, 0.0295)
O (0.0845, 0.8216, 1.4693)
C (-1.2075, 0.5223, -0.8266)
C (-2.3772, -0.0943, 0.0938)
C (-2.3150, -1.7062, -0.0470)
Br (-4.1573, 0.4674, -0.7101)
N (-0.5929, 3.1352, 1.0680)
C (-1.8158, 3.0074, 1.4649)
O (-2.9644, 2.8661, 1.9621)
P (-0.1747, 3.2181, -1.6848)
N (-1.0879, 4.5115, -1.2803)
H (3.4018, 0.7782, 2.1958)
H (2.2360, -0.6027, 2.6238)
H (4.0360, -0.6612, 3.2598)
H (1.9572, -0.3087, -1.5355)
H (1.6518, -0.7814, 0.2226)
H (2.3761, 1.9317, 0.6940)
H (2.2313, 2.0830, -1.1341)
H (0.2746, 1.4176, 2.2436)
H (-1.7351, 1.0417, -1.7219)
H (-0.5649, -0.3145, -1.3176)
H (-2.4095, 0.2890, 1.1688)
H (-3.3943, -2.1100, 0.0197)
H (-1.7099, -2.2375, 0.7687)
H (-1.9364, -2.0216, -1.0945)
H (1.1147, 3.7381, -2.0368)
H (-0.7369, 2.6253, -2.8631)
H (-1.8814, 4.5951, -1.9358)
C (-1.5146, 0.6896, 4.2909)
O (-0.3979, 0.3638, 3.9178)
N (-1.9733, 0.6075, 5.5717)
C (-3.3168, 1.0158, 5.9359)
C (-1.0914, 0.0967, 6.6022)
H (-2.2631, 1.0903, 3.5891)
H (-3.2563, 1.8135, 6.6773)
H (-3.8448, 0.1582, 6.3619)
H (-3.8663, 1.3779, 5.0655)
H (-0.2002, 0.7274, 6.6556)
H (-0.7859, -0.9198, 6.3404)
H (-1.5957, 0.0910, 7.5696)
C (5.3646, 2.4987, -1.1627)
O (4.4054, 3.0111, -1.7160)
N (6.2843, 3.1623, -0.4053)
C (7.3984, 2.4816, 0.2214)
C (6.1425, 4.5934, -0.2217)
H (5.5648, 1.4192, -1.2376)
H (7.3388, 2.6236, 1.3039)
H (8.3323, 2.9089, -0.1530)
H (7.3795, 1.4133, -0.0008)
H (5.1784, 4.8000, 0.2502)
H (6.1667, 5.0834, -1.1983)
H (6.9480, 4.9812, 0.4038)
C (-4.8094, 4.3962, 7.6230)
O (-4.8278, 3.3477, 7.0022)
N (-4.1850, 5.5405, 7.2188)
C (-4.2077, 6.7509, 8.0139)
C (-3.4766, 5.5447, 5.9531)
H (-5.3163, 4.5003, 8.5955)
H (-4.6732, 7.5504, 7.4316)
H (-3.1812, 7.0309, 8.2650)
H (-4.7737, 6.6036, 8.9353)
H (-4.1766, 5.2999, 5.1503)
H (-2.6930, 4.7831, 5.9790)
H (-3.0316, 6.5231, 5.7663)
C (-4.5044, -3.1645, -2.6377)
O (-3.5311, -2.5222, -2.2819)
N (-5.3797, -2.7925, -3.6166)
C (-6.5163, -3.6117, -3.9836)
C (-5.1650, -1.5378, -4.3110)
H (-4.7581, -4.1315, -2.1750)
H (-6.4332, -3.8831, -5.0394)
H (-7.4338, -3.0393, -3.8239)
H (-6.5533, -4.5217, -3.3823)
H (-4.1848, -1.5594, -4.7944)
H (-5.1799, -0.7204, -3.5856)
H (-5.9409, -1.3773, -5.0612)
C (6.4273, 1.3249, -5.5461)
O (7.1918, 1.9655, -4.8438)
N (5.3305, 0.6459, -5.1029)
C (4.4673, -0.0954, -6.0019)
C (5.0179, 0.6662, -3.6877)
H (6.5741, 1.2450, -6.6351)
H (3.4553, 0.3147, -5.9402)
H (4.4567, -1.1423, -5.6993)
H (4.8196, -0.0246, -7.0317)
H (4.8648, 1.6986, -3.3715)
H (5.8612, 0.2489, -3.1303)
H (4.1184, 0.0824, -3.4849)
C (3.7247, -3.5539, -7.1072)
O (3.7235, -2.3569, -7.3355)
N (2.6406, -4.3775, -7.2077)
C (2.7217, -5.7945, -6.9184)
C (1.3679, -3.8164, -7.6170)
H (4.6392, -4.0798, -6.7896)
H (2.4387, -6.3569, -7.8120)
H (2.0328, -6.0312, -6.1033)
H (3.7341, -6.0765, -6.6241)
H (1.4779, -3.3635, -8.6056)
H (1.0742, -3.0396, -6.9064)
H (0.6008, -4.5914, -7.6515)
C (-3.1679, -5.8712, 1.8020)
O (-4.1623, -6.0947, 1.1350)
N (-3.1268, -5.0951, 2.9273)
C (-1.9008, -4.8773, 3.6673)
C (-4.3484, -4.4704, 3.3955)
H (-2.1875, -6.2970, 1.5347)
H (-2.0324, -5.2425, 4.6894)
H (-1.6823, -3.8062, 3.6866)
H (-1.0650, -5.4044, 3.2040)
H (-5.0884, -5.2461, 3.6079)
H (-4.7401, -3.8180, 2.6107)
H (-4.1589, -3.8866, 4.2976)



[2]
A 8-piece molecular cluster, C29H67ClN2O8P overall at a distorted geometry. Source: OMol25; level of theory: ωB97M-V/def2-TZVPD.

HOMO level	-11.421	eV
net charge	+1

Atoms and positions in Å:
N (-2.7682, 3.2901, -4.8800)
C (-1.6456, 2.3615, -4.5562)
P (-0.1160, 3.3045, -3.9504)
C (-0.6573, 4.3121, -2.4062)
C (0.6032, 4.6697, -1.4765)
O (1.1193, 3.9156, -0.6360)
Cl (1.3350, 6.3587, -1.6273)
C (1.1602, 2.0614, -3.3186)
C (0.7529, 0.5663, -3.0119)
C (1.8992, -0.3550, -2.4547)
C (3.2910, 0.3003, -2.2532)
N (3.6839, 1.6453, -2.5407)
C (2.6353, 2.4626, -3.0503)
H (-3.5560, 2.7928, -5.3227)
H (-3.0674, 3.7495, -3.9982)
H (-2.0305, 1.6424, -3.7306)
H (-1.3612, 1.6924, -5.4484)
H (0.4263, 4.2130, -4.9152)
H (-1.3087, 3.5881, -1.7809)
H (-1.2028, 5.2710, -2.6986)
H (-0.3310, 0.1900, -3.1713)
H (1.6773, -1.4365, -2.1827)
H (4.1085, -0.3851, -1.8125)
H (2.9134, 3.5571, -3.2933)
C (-2.9851, -2.6474, -5.2971)
C (-1.8821, -2.4637, -4.2669)
C (-1.7116, -3.7062, -3.4085)
O (-2.1951, -1.3500, -3.4276)
H (-3.9476, -2.8327, -4.8097)
H (-3.1042, -1.7416, -5.8985)
H (-2.7658, -3.4839, -5.9650)
H (-0.9402, -2.2350, -4.7743)
H (-2.6296, -3.9274, -2.8548)
H (-0.9234, -3.5540, -2.6656)
H (-1.4542, -4.5758, -4.0176)
H (-3.0267, -1.5435, -2.9739)
C (3.7931, -1.9715, 1.7821)
C (2.3831, -1.8310, 1.2314)
C (1.3612, -2.4760, 2.1543)
O (2.3113, -2.4459, -0.0566)
H (4.0715, -3.0263, 1.8788)
H (4.5185, -1.5142, 1.1028)
H (3.8838, -1.4956, 2.7618)
H (2.1439, -0.7713, 1.1004)
H (1.5552, -3.5480, 2.2634)
H (0.3546, -2.3782, 1.7418)
H (1.3790, -2.0157, 3.1454)
H (2.5209, -3.3838, 0.0495)
C (5.6637, -0.2390, 6.5124)
C (6.0874, -0.6678, 5.1174)
C (7.3100, 0.1051, 4.6484)
O (5.0100, -0.4495, 4.2075)
H (5.3963, 0.8214, 6.5298)
H (4.7774, -0.7935, 6.8319)
H (6.4635, -0.4095, 7.2382)
H (6.3058, -1.7394, 5.1120)
H (7.0993, 1.1785, 4.6023)
H (7.5965, -0.2047, 3.6395)
H (8.1591, -0.0553, 5.3177)
H (4.8090, 0.4969, 4.2056)
C (-4.7685, 5.6089, -8.0994)
C (-5.7364, 5.6171, -6.9268)
C (-5.5255, 6.8363, -6.0432)
O (-5.5532, 4.4322, -6.1520)
H (-3.7314, 5.5734, -7.7494)
H (-4.9237, 4.7217, -8.7192)
H (-4.8959, 6.4975, -8.7227)
H (-6.7643, 5.6065, -7.2988)
H (-4.5144, 6.8432, -5.6221)
H (-6.2199, 6.8231, -5.1986)
H (-5.6757, 7.7617, -6.6048)
H (-4.6471, 4.4323, -5.8185)
C (1.4916, 2.6596, 7.4576)
C (2.8463, 2.7596, 6.7745)
C (2.9271, 3.9883, 5.8823)
O (3.0698, 1.5884, 5.9906)
H (0.6877, 2.5709, 6.7194)
H (1.4437, 1.7664, 8.0862)
H (1.2978, 3.5365, 8.0805)
H (3.6364, 2.8011, 7.5296)
H (2.1728, 3.9456, 5.0897)
H (3.9016, 4.0414, 5.3891)
H (2.7763, 4.9050, 6.4581)
H (2.3756, 1.5422, 5.3191)
C (-0.2763, -6.2931, 0.3101)
C (-1.6866, -6.1572, -0.2420)
C (-2.7082, -6.7925, 0.6878)
O (-1.7572, -6.7821, -1.5231)
H (0.0015, -7.3467, 0.4165)
H (0.4488, -5.8422, -0.3736)
H (-0.1858, -5.8081, 1.2857)
H (-1.9257, -5.0990, -0.3829)
H (-2.5147, -7.8633, 0.8073)
H (-3.7157, -6.6976, 0.2736)
H (-2.6899, -6.3225, 1.6746)
H (-1.5475, -7.7190, -1.4102)
C (-2.3265, -0.8625, 3.3801)
C (-2.5751, -2.3538, 3.2140)
C (-3.5863, -2.8627, 4.2292)
O (-1.3462, -3.0596, 3.3733)
H (-1.9199, -0.6426, 4.3726)
H (-1.5894, -0.5125, 2.6517)
H (-3.2488, -0.2910, 3.2467)
H (-2.9372, -2.5556, 2.2017)
H (-3.2234, -2.7119, 5.2510)
H (-3.7466, -3.9371, 4.1059)
H (-4.5463, -2.3512, 4.1212)
H (-1.0172, -2.8877, 4.2661)



[3]
A 8-piece molecular cluster, C29H68F9N6O7PS overall at a distorted geometry. Source: OMol25; level of theory: ωB97M-V/def2-TZVPD.

HOMO level	-15.895	eV
net charge	+4
energy above the lowest of the compared OMol25 structures with the same formula, charge and spin	13.5	kcal/mol

Atoms and positions in Å:
C (16.4107, -9.0098, 13.9729)
C (17.2744, -10.1816, 14.0952)
O (18.4495, -10.1752, 14.1650)
N (16.5609, -11.5258, 14.0789)
H (15.7739, -11.5018, 14.7322)
H (16.1227, -11.7863, 13.1867)
C (17.4995, -12.6693, 14.3416)
H (15.4421, -9.0864, 13.4751)
H (17.0200, -8.1864, 13.6053)
H (16.0474, -8.6289, 14.9388)
H (17.0131, -13.6445, 14.3146)
H (17.7945, -12.6674, 15.3934)
H (18.3573, -12.5669, 13.6898)
C (13.4804, -12.6219, 22.5299)
C (14.1785, -12.5940, 21.2148)
O (14.4962, -13.4988, 20.5304)
N (14.5026, -11.2071, 20.6219)
H (14.1297, -11.0054, 19.6905)
H (13.9449, -10.5051, 21.1246)
C (16.0332, -10.8305, 20.6372)
H (12.5912, -11.9963, 22.3977)
H (14.0584, -12.0389, 23.2536)
H (13.3275, -13.6595, 22.8006)
H (16.4394, -11.6307, 20.0247)
H (16.2669, -10.8398, 21.6939)
H (16.0965, -9.9036, 20.0784)
C (21.5761, -7.2016, 19.5412)
C (21.3337, -6.4034, 18.3263)
O (21.2740, -5.2355, 18.2586)
N (21.3792, -7.2831, 17.0275)
H (21.7742, -6.6827, 16.2979)
H (22.0248, -8.0640, 17.1325)
C (19.9690, -7.5807, 16.5503)
H (22.4570, -7.8266, 19.3741)
H (20.7420, -7.8718, 19.7619)
H (21.7338, -6.5568, 20.4006)
H (19.4815, -6.7719, 16.0102)
H (19.4002, -7.8695, 17.4281)
H (19.9509, -8.3949, 15.8266)
C (26.0560, -13.4405, 17.3472)
C (24.8270, -14.1049, 16.7663)
O (24.8356, -15.1964, 16.3306)
N (23.5292, -13.3465, 16.8075)
H (23.0422, -13.2024, 17.7079)
H (23.7496, -12.4286, 16.4190)
C (22.5281, -13.8794, 15.7820)
H (25.9898, -12.9747, 18.3269)
H (26.2661, -12.6881, 16.5716)
H (26.9078, -14.1136, 17.3290)
H (23.0310, -13.6917, 14.8405)
H (21.6431, -13.2772, 15.9754)
H (22.3204, -14.8997, 16.0890)
C (18.5999, -19.7176, 17.9022)
C (19.0142, -18.2279, 18.0443)
C (17.8326, -17.4739, 18.7074)
N (18.2173, -16.1450, 19.3147)
C (18.6898, -15.2504, 18.1720)
C (19.2200, -16.2776, 20.4746)
C (18.9449, -15.1950, 21.5024)
C (17.5170, -14.7585, 21.1933)
C (16.9898, -15.5287, 20.0045)
H (18.5104, -20.1347, 18.9023)
H (19.3232, -20.2967, 17.3317)
H (17.6857, -19.7656, 17.3088)
H (19.2037, -17.8100, 17.0586)
H (19.8313, -18.1556, 18.7629)
H (17.4024, -18.1230, 19.4685)
H (17.1161, -17.3029, 17.9037)
H (19.0558, -14.3304, 18.6119)
H (17.9235, -15.1452, 17.4102)
H (19.5271, -15.8058, 17.7544)
H (20.1673, -16.1578, 19.9580)
H (18.9544, -17.2849, 20.7902)
H (19.7142, -14.4282, 21.4017)
H (19.1548, -15.6027, 22.4900)
H (17.4902, -13.6973, 20.9377)
H (16.8789, -14.9392, 22.0586)
H (16.3676, -14.8804, 19.3922)
H (16.3927, -16.4013, 20.2682)
C (21.7343, -10.5821, 12.9153)
C (22.9849, -9.7098, 12.8423)
C (23.6337, -9.8921, 11.4348)
N (25.0533, -9.3388, 11.2532)
C (24.9638, -7.8239, 11.3206)
C (25.9884, -9.8778, 12.3543)
C (27.3793, -9.8790, 11.7368)
C (27.2489, -10.0096, 10.2260)
C (25.7650, -9.8421, 9.9659)
H (21.5069, -10.8889, 13.9362)
H (21.7242, -11.4518, 12.2565)
H (20.8323, -10.0568, 12.5898)
H (23.6911, -9.9201, 13.6462)
H (22.7569, -8.6468, 12.9386)
H (22.9931, -9.4670, 10.6648)
H (23.7679, -10.9461, 11.1925)
H (24.2076, -7.5750, 10.5776)
H (25.8702, -7.3292, 10.9795)
H (24.6698, -7.5933, 12.3375)
H (25.9105, -9.1607, 13.1683)
H (25.6292, -10.8754, 12.5936)
H (28.0665, -9.0967, 12.0619)
H (27.8668, -10.7347, 12.2139)
H (27.8326, -9.2911, 9.6612)
H (27.4890, -11.0504, 10.0247)
H (25.4530, -9.1025, 9.2309)
H (25.3406, -10.8116, 9.7099)
C (23.3962, -17.0406, 19.5699)
F (22.4648, -17.7873, 20.1824)
F (24.5788, -17.3932, 20.0588)
F (23.4336, -17.2462, 18.2695)
S (23.0737, -15.1942, 19.8940)
O (22.5039, -14.9577, 21.2074)
O (24.4066, -14.6606, 19.6336)
O (22.0747, -14.8701, 18.8565)
P (19.9313, -11.2831, 17.8079)
F (20.6290, -10.8813, 16.4152)
F (18.5648, -10.4806, 17.3724)
F (19.2804, -12.6230, 17.0821)
F (19.1878, -11.5931, 19.2031)
F (21.1867, -12.2237, 18.1365)
F (20.6275, -9.9847, 18.5048)



[4]
A 3-piece molecular cluster, C29H71B2N5O9P overall at a distorted geometry. Source: OMol25; level of theory: ωB97M-V/def2-TZVPD.

HOMO level	-5.090	eV
net charge	-1

Atoms and positions in Å:
C (2.0679, 8.0163, -5.4532)
C (1.5313, 6.4680, -5.5204)
C (1.6270, 5.6706, -4.0540)
C (1.1793, 4.1106, -4.3838)
C (1.3232, 3.0873, -3.1111)
C (0.6776, 3.6497, -1.7121)
C (-0.9454, 3.9090, -1.7573)
C (-1.8339, 2.6009, -2.2143)
C (-2.3011, 1.6601, -0.9162)
C (-1.3546, 0.3189, -0.7242)
C (-2.2483, -1.0580, -0.4058)
C (-2.7666, -1.1044, 1.1549)
C (-1.7377, -1.9552, 2.1618)
C (-1.7516, -1.4071, 3.7073)
C (-0.3828, -1.8272, 4.5720)
C (-0.7063, -3.0624, 5.6002)
B (0.3391, -3.2167, 6.8599)
C (1.1058, -1.9005, 7.4749)
C (0.1420, -0.8243, 8.2470)
N (0.9506, -0.3319, 9.4658)
N (-1.1448, -1.3912, 8.8027)
N (-0.2064, 0.4150, 7.4528)
O (-0.3516, -4.1669, 7.7643)
C (0.7199, -4.5952, 8.6845)
C (1.8451, -5.0095, 7.5181)
B (1.4214, -6.6143, 7.2790)
O (0.0640, -7.0260, 6.7769)
O (2.3473, -7.7539, 7.5718)
C (2.0821, -8.3291, 8.8995)
P (3.6162, -4.9762, 8.2462)
O (4.6813, -5.8166, 7.3751)
O (3.6783, -5.7050, 9.8645)
O (4.3031, -3.3819, 8.4212)
O (1.5091, -4.0526, 6.4119)
H (1.7403, 8.5399, -4.4577)
H (1.6074, 8.5836, -6.3889)
H (3.2413, 8.0380, -5.6084)
H (2.2331, 5.8465, -6.2531)
H (0.4258, 6.3795, -5.9437)
H (0.9665, 6.1727, -3.2206)
H (2.7457, 5.7139, -3.6792)
H (1.9018, 3.7337, -5.2542)
H (0.0856, 4.1239, -4.8396)
H (2.4689, 2.8476, -2.9140)
H (0.8303, 2.0452, -3.4210)
H (0.8703, 2.8579, -0.8530)
H (1.2320, 4.6638, -1.4162)
H (-1.3259, 4.1974, -0.6645)
H (-1.2222, 4.8033, -2.4676)
H (-2.8543, 2.9946, -2.6839)
H (-1.3183, 1.9409, -3.0355)
H (-3.3974, 1.2726, -1.1287)
H (-2.3071, 2.2629, 0.0880)
H (-0.6846, 0.1396, -1.6753)
H (-0.6821, 0.4799, 0.2394)
H (-1.6539, -2.0149, -0.7499)
H (-3.1813, -0.9807, -1.1418)
H (-3.8319, -1.6260, 1.1500)
H (-2.9182, 0.0086, 1.4980)
H (-0.6517, -2.0006, 1.6874)
H (-2.1473, -3.0719, 2.1250)
H (-1.8930, -0.2246, 3.6567)
H (-2.7300, -1.8299, 4.2206)
H (-0.0670, -0.8416, 5.1349)
H (0.4127, -2.1260, 3.7466)
H (-0.7314, -4.0517, 4.9328)
H (-1.7882, -2.8726, 6.0341)
H (2.0103, -2.1530, 8.1985)
H (1.5978, -1.3254, 6.5549)
H (1.0867, -1.1420, 10.1313)
H (1.9333, -0.1496, 9.0995)
H (-1.9181, -0.6774, 8.8421)
H (-0.9895, -1.7683, 9.7850)
H (-1.1546, 0.2268, 7.0080)
H (-0.3989, 1.1560, 8.1923)
H (1.0456, -3.8157, 9.5042)
H (0.2282, -5.5689, 9.1681)
H (-0.0244, -8.0368, 6.9024)
H (1.5339, -9.3783, 8.8339)
H (1.5040, -7.6032, 9.6167)
H (3.1387, -8.5215, 9.4198)
H (4.6338, -5.8427, 10.1352)
H (4.5732, -3.1043, 7.4948)
C (-0.5823, -5.6420, -4.8337)
C (-0.7753, -4.1300, -4.7464)
C (-0.2025, -3.5102, -3.4509)
O (-1.0169, -3.7147, -2.2925)
C (-0.8283, -4.9694, -1.6584)
N (-2.2038, -3.8212, -4.9067)
H (-1.2642, -6.1933, -4.1818)
H (-0.7691, -5.9903, -5.8566)
H (0.4436, -5.9215, -4.5723)
H (-0.2319, -3.6868, -5.5899)
H (-0.1590, -2.4229, -3.5899)
H (0.8272, -3.8395, -3.2668)
H (0.2101, -5.3101, -1.7124)
H (-1.4973, -5.7141, -2.0962)
H (-1.1020, -4.8632, -0.6049)
H (-2.3162, -2.8067, -4.9387)
H (-2.6715, -4.0871, -4.0354)
C (-1.5397, 6.0437, -9.0473)
C (-1.1213, 7.4343, -9.5185)
C (-0.8362, 7.5100, -11.0363)
O (0.4271, 6.9617, -11.4242)
C (0.4267, 5.5535, -11.5945)
N (0.0373, 7.8771, -8.7290)
H (-0.7018, 5.3440, -8.9988)
H (-1.9681, 6.0971, -8.0392)
H (-2.3030, 5.6196, -9.7080)
H (-1.9585, 8.1110, -9.3081)
H (-0.7942, 8.5695, -11.3173)
H (-1.6501, 7.0669, -11.6225)
H (-0.5211, 5.1843, -11.9976)
H (0.6551, 5.0619, -10.6459)
H (1.2241, 5.2951, -12.2970)
H (0.2563, 8.8413, -8.9843)
H (0.8502, 7.3503, -9.0612)



Which of these has the lowest HOMO level? C29H68F9N6O7PS



What is the formula in the fourth record? C29H71B2N5O9P